Density functional theory data (ωB97M-V with the def2-TZVPD basis set) for a single C7H10O molecule at a distorted geometry.

Properties
DFT total energy ... -9466.2827 eV
Energy relative to the best compared isomer or geometry (same formula, charge and spin) ... 219.78 kJ/mol
Largest force on an atom ... 5.368 eV/Å
SMILES ... CC1=CC[C@@H](C)C1=O
Highest occupied orbital energy ... -9.278 eV
Net charge ... 0
Frontier orbital gap ... 0.3706 Eh

```
18
C7H10O ωB97M-V with the def2-TZVPD basis set
C -2.69530 -0.37179 0.09696
C -1.31593 0.18400 -0.24647
C -0.67734 1.36527 -0.07579
C 0.88591 1.31947 -0.06715
C 1.08565 -0.14091 -0.54432
C 2.22457 -0.77848 0.30568
C -0.20561 -0.78787 -0.43817
O -0.37486 -1.92319 -0.13295
H -3.27083 0.50803 0.01672
H -2.65712 -0.88284 1.16666
H -3.23411 -1.25161 -0.43117
H -1.36358 2.17962 0.52919
H 1.63116 1.64561 0.64778
H 1.10660 2.02289 -0.81722
H 1.32091 -0.26511 -1.58130
H 2.40264 -1.84285 0.14781
H 3.20627 -0.39069 0.07831
H 1.93098 -0.58953 1.34542
```